DFT (ωB97M-V/def2-TZVPD) results for a cluster of 15 separate species, C42H123N9O15 in total in a non-equilibrium geometry.

As for the total charge: 0. Its lowest unoccupied orbital energy is 0.5 eV. The calculation puts the total energy at -3295.22516 Eh. The value obtained for the energy relative to the best compared isomer or geometry (same formula, charge and spin) is 0.000 eV.

Positions of all 189 atoms, in Å:
1 O -3.1227 3.0995 -3.2436
2 O 1.8996 3.9466 1.9453
3 O -0.8837 1.2407 -0.5514
4 O -4.4970 2.8440 2.1448
5 O 0.9896 -2.2641 5.8907
6 O 3.5361 -2.4990 1.7430
7 O -1.3009 -0.7926 -4.8370
8 O -2.4731 -4.2851 -2.1360
9 O 4.7801 3.9300 -2.2911
10 O 0.4455 -5.7453 0.7731
11 O -2.6023 0.3919 -2.5300
12 O -1.4241 3.9071 4.1286
13 O 5.3634 -1.0557 -0.3782
14 O -5.3052 -1.8642 1.5682
15 O 2.3437 -2.2955 -6.8759
16 N 3.3860 0.6494 -1.3027
17 N 0.4957 -0.6895 -1.8232
18 N -3.9368 6.3929 1.3298
19 N -0.4887 5.6651 1.6069
20 N 3.2516 -5.6525 0.0727
21 N 3.1378 -0.3680 3.6084
22 N -5.2352 -5.1212 -1.9463
23 N -0.0906 4.3007 -4.9289
24 N 1.2692 -2.5652 -4.2067
25 C -0.0485 -0.9831 -0.4737
26 C 0.5059 3.8106 5.6057
27 C 2.8434 3.4031 2.8941
28 C -2.4176 3.7375 -4.2848
29 C -5.9461 5.3846 2.3120
30 C -0.1113 0.3336 0.2584
31 C 0.8620 5.9073 1.0323
32 C 2.6255 0.0763 6.1929
33 C -0.9898 4.1130 -3.7684
34 C -4.1773 -3.9944 2.0416
35 C 3.8626 -6.3655 2.2876
36 C 2.7437 -6.3984 1.2667
37 C -0.7021 2.5127 0.0852
38 C -4.5053 2.9783 -3.6020
39 C -4.5456 1.7591 1.2448
40 C -2.7686 -5.6386 -2.0214
41 C 2.8716 -0.9187 4.9803
42 C 1.0490 7.3958 0.8277
43 C 2.2844 2.5335 -2.7176
44 C 1.6770 -1.8750 4.7422
45 C -4.4595 5.2802 2.1498
46 C -0.6805 1.6592 4.7300
47 C -4.1170 -5.8325 -1.2683
48 C -2.9351 -1.9031 1.3674
49 C -1.0837 5.2240 -2.7876
50 C 0.8333 -2.0273 0.2484
51 C -0.7396 -5.2449 1.3688
52 C -4.1885 -2.7206 1.1876
53 C 1.4677 -5.7616 1.7910
54 C 5.6534 3.7237 -3.3363
55 C 3.5803 1.7997 -2.2719
56 C 1.7007 -3.1778 6.6709
57 C 3.3246 -3.8346 -3.6872
58 C 2.6088 -2.6046 -8.2195
59 C -1.2990 -4.0766 -2.8856
60 C 2.7794 -3.2505 -6.0394
61 C -4.4151 -7.3464 -1.1711
62 C 2.6332 -2.8272 -4.6220
63 C -4.0782 3.9895 1.4711
64 C 4.5568 2.6699 -1.5584
65 C 1.9531 5.3321 1.9611
66 C -0.8737 3.0903 5.2270
67 H 3.5336 0.5761 6.5724
68 H 0.9607 -1.4545 4.0365
69 H -2.3102 3.0418 -5.1413
70 H -2.8332 1.3179 -2.7464
71 H -4.3748 -7.8374 -2.1455
72 H -1.9307 -6.1395 -1.5281
73 H 3.3591 4.1310 3.5095
74 H -6.2462 4.5453 2.9474
75 H 1.7689 5.6698 2.9944
76 H 1.7130 -4.7535 2.0807
77 H 5.6706 -1.7018 -1.0048
78 H -1.3541 -4.6371 -3.8519
79 H -2.7681 -1.6633 2.3793
80 H -3.0175 3.9972 1.2879
81 H -4.1043 -5.5531 -0.2311
82 H 2.0978 7.6737 0.5586
83 H -2.8528 -6.0843 -3.0213
84 H 1.7032 2.8448 -1.8820
85 H -1.2434 -3.0241 -3.0097
86 H 2.5486 3.4349 -3.2797
87 H 0.3841 2.7206 0.0997
88 H 4.1443 2.9748 -0.6182
89 H 0.7157 -3.3981 -4.2155
90 H 0.2910 7.6357 0.0717
91 H 5.2056 2.9989 -4.0438
92 H -0.5467 4.7572 2.1225
93 H -2.1008 0.5094 -1.6851
94 H 3.3251 1.0295 -0.3424
95 H -6.2111 6.3238 2.7823
96 H -1.5846 -5.4383 0.6781
97 H 3.6046 -6.9039 3.2267
98 H 4.1156 -0.3053 3.4304
99 H -5.0801 -4.6199 1.9050
100 H -1.6151 -0.4058 -3.9942
101 H -6.1035 -2.3899 1.5214
102 H -3.6577 -7.8239 -0.5447
103 H -4.9918 2.5391 -2.7394
104 H -2.8443 -1.0651 0.6904
105 H 4.6650 -6.9470 1.8281
106 H -4.9020 -4.1625 -2.1385
107 H -2.9659 6.2190 1.0405
108 H 4.1263 1.4386 -3.1367
109 H 3.0433 -1.8096 -4.6096
110 H -3.9371 5.3350 3.1201
111 H -3.5537 1.6321 0.7545
112 H -0.2367 5.2665 -5.2163
113 H -0.0419 -0.0822 -2.3899
114 H -0.6949 3.2459 -3.2666
115 H 5.4779 2.0992 -1.4116
116 H 2.1600 -1.8039 -8.7611
117 H 3.7533 -1.5176 5.1956
118 H 3.8124 -3.4963 -6.3288
119 H -4.6190 4.0353 0.5020
120 H 4.2630 -5.3918 2.5723
121 H 3.4321 -4.6722 0.3818
122 H 0.8299 -1.8998 -4.8022
123 H 1.1023 3.8681 4.6884
124 H 1.9960 -2.7732 4.1826
125 H -6.3916 5.4758 1.3250
126 H 6.6372 3.3688 -3.0313
127 H -1.2491 -0.0737 -5.4810
128 H 1.9214 0.8472 5.8862
129 H -2.9723 4.6265 -4.6612
130 H -1.5325 3.1854 6.0933
131 H 1.1201 -3.5960 7.5048
132 H 2.0510 -4.0219 6.0580
133 H 2.5675 -2.6925 7.1116
134 H 4.3654 -4.1480 -3.9038
135 H 3.6052 2.8972 2.3195
136 H 4.2633 -2.1538 1.2402
137 H -1.0310 -1.4727 -0.6377
138 H 2.4767 0.2009 -1.5653
139 H 2.7186 0.5579 3.4493
140 H 4.5746 -0.6263 -0.8501
141 H 0.7318 -3.0013 -0.1838
142 H 5.8417 4.6761 -3.8007
143 H -5.4160 -7.4910 -0.6915
144 H -5.2771 -5.5751 -2.8799
145 H -4.7087 0.8769 1.8541
146 H -4.1839 -2.9724 0.1357
147 H 1.6165 1.8773 -3.3379
148 H -1.0260 -5.7846 2.2557
149 H 0.8316 0.8091 0.3990
150 H 3.1281 -1.7657 2.2729
151 H 0.4353 -2.0506 1.2661
152 H 0.6487 -1.5280 -2.3508
153 H -3.4051 -4.7098 1.6688
154 H -0.6185 0.2123 1.2168
155 H 1.8966 -1.7641 0.3744
156 H 2.1828 -0.3960 7.0604
157 H -5.3474 1.9605 0.5332
158 H -1.5684 1.1450 4.3961
159 H 0.0117 1.6867 3.8848
160 H 0.8371 4.3642 -4.4908
161 H -0.6783 6.3570 2.3188
162 H -1.2151 6.2269 -3.2049
163 H -1.9721 5.1773 -2.2143
164 H -4.6672 2.2888 -4.4647
165 H -0.2572 5.3442 -2.1061
166 H 2.5147 -5.5652 -0.6268
167 H -2.3816 3.7916 4.1347
168 H 1.1245 -6.2378 2.7153
169 H 2.9467 5.7858 1.6661
170 H 2.1681 -3.5453 -8.5702
171 H -0.6601 -4.2125 1.6113
172 H 2.5093 -7.4194 0.9496
173 H 3.3350 -3.5373 -2.6390
174 H -1.0660 2.5888 1.1492
175 H 2.2991 2.7198 3.5392
176 H 3.6542 -2.5768 -8.4193
177 H 2.7472 -4.7882 -3.7247
178 H -0.4027 -4.3187 -2.2909
179 H -4.9415 3.9500 -3.8611
180 H -0.2583 0.9782 5.4438
181 H -2.1367 -2.5834 1.0330
182 H -1.1980 3.2765 -0.5300
183 H -4.4775 6.5736 0.4904
184 H -4.0456 -3.7860 3.1074
185 H 1.0214 3.2116 6.3669
186 H 0.7740 8.0068 1.6928
187 H 0.9307 5.4911 0.0363
188 H 2.1634 -4.1658 -6.1453
189 H 0.4815 4.8159 6.0392

Here are the Löwdin charges for atoms 1 to 4, given in e: atom 1 (O): -0.2331, atom 2 (O): -0.1894, atom 3 (O): -0.2249, atom 4 (O): -0.1814

DFT (ωB97M-V/def2-TZVPD) results for a cluster of 23 separate species, C42H133N3O38 in total in a non-equilibrium geometry.

As for the total charge: 0. Its lowest unoccupied orbital energy is 0.0 eV. The calculation puts the total energy at -4703.04685 Eh.

Positions of all 216 atoms, in Å:
1 O -1.8962 -6.0623 1.2254
2 O -0.8255 2.7710 -0.5709
3 O 0.3829 -6.7530 2.3522
4 O 7.9718 -2.8702 1.2390
5 O -3.3025 -2.7506 4.0629
6 O 0.4220 0.4938 -4.6612
7 O -1.8280 2.7127 2.8606
8 O 3.3785 1.8273 -6.3920
9 O 2.7751 -2.4021 -0.6059
10 O 3.9445 -0.0772 -0.7655
11 O 0.3820 4.6238 -1.8949
12 O 5.5226 2.4127 -4.5731
13 O 2.7085 -4.1444 1.4121
14 O -3.6739 1.0258 -1.0235
15 O -2.4755 -0.0288 5.3573
16 O -1.7380 2.0626 -4.6540
17 O -0.5485 0.4877 1.2223
18 O -6.6110 -2.0322 -0.8984
19 O 4.7350 2.1713 -2.1088
20 O 3.3869 3.3892 3.3692
21 O -1.5295 2.6169 5.9256
22 O -4.3194 7.3577 -2.0447
23 O -0.0382 6.9000 1.0231
24 O -2.5650 3.7926 -2.8678
25 O -3.9086 -2.7508 1.4632
26 O -2.3591 -1.3308 -0.2482
27 O 1.4205 -0.8363 -2.6813
28 O 7.1395 2.1174 -7.1191
29 O 1.9837 6.5681 -0.6014
30 O -1.6990 8.4038 -0.7256
31 O -4.9862 4.7532 -2.0204
32 O -4.9350 -3.9309 -4.5125
33 O -5.5831 5.1717 0.7744
34 O -1.2655 -10.5196 2.9705
35 O 4.4999 5.8313 2.3965
36 O -2.8201 4.9252 1.1795
37 O 2.7343 -1.5114 3.9228
38 O 3.6091 2.4744 0.6765
39 N -3.9951 -1.4707 -2.5771
40 N -3.0729 -8.3739 2.6556
41 N 5.7671 -1.2660 2.8907
42 C 1.5870 -1.2432 3.0623
43 C 0.5314 1.0143 0.5004
44 C 2.0053 -2.9073 -1.7234
45 C 1.9735 -5.3116 1.3139
46 C -0.0450 1.5587 -0.7893
47 C -2.2435 -0.6040 4.1036
48 C -3.3626 -2.4746 -3.4673
49 C -4.4549 1.0030 -2.2093
50 C 4.0426 3.5048 -0.2124
51 C -2.6508 -10.7488 3.0305
52 C 8.0559 -1.4633 1.6834
53 C -2.0394 -2.1237 4.1836
54 C -1.2213 3.6423 5.0603
55 C 4.6639 -0.2885 2.9289
56 C -4.1851 1.9318 -0.0044
57 C -0.4830 -11.5714 2.4511
58 C 1.1225 -5.5443 2.5816
59 C -1.8530 -5.0543 0.2853
60 C -5.1070 -3.0445 0.8543
61 C 3.8284 3.1766 -1.6847
62 C 1.2350 0.8598 -5.7324
63 C 6.7604 1.8430 -4.6584
64 C 9.1856 -3.3987 0.8656
65 C -4.1022 -2.8151 -4.7514
66 C -3.2725 -9.4687 3.6172
67 C -5.8446 -1.7513 0.3047
68 C -6.2908 -3.5275 -4.1938
69 C -4.0702 7.8199 -0.7808
70 C 2.5423 1.5259 -5.2703
71 C -0.1965 4.5322 -3.2071
72 C 3.5529 5.8696 3.4782
73 C -0.7565 3.1083 3.6639
74 C 3.6502 -0.4308 4.1549
75 C 2.6502 4.6318 3.5253
76 C -2.7880 -7.0577 3.3064
77 C -2.8354 -5.8599 2.2686
78 C -3.0354 8.8665 -0.5468
79 C 0.8825 -1.9831 -2.0933
80 C 7.5287 2.5324 -5.8135
81 C -3.9100 -0.1237 -3.1614
82 C -1.7417 4.8551 -3.2694
83 C 6.5646 -0.8759 1.7353
84 H -3.9596 7.0012 -0.0697
85 H -4.3128 -9.6084 3.9110
86 H -6.3575 -1.1639 1.0663
87 H 3.1518 0.8156 -4.7116
88 H -2.6817 -4.8822 2.7253
89 H 8.7005 -0.7619 1.1537
90 H -0.6838 -11.7172 1.3898
91 H 4.1263 -0.2350 1.9822
92 H 0.5446 -11.2343 2.5871
93 H -3.1265 -0.3074 3.5374
94 H 2.5008 2.4496 -4.6931
95 H -1.9371 4.9959 -4.3324
96 H -2.1792 4.1575 4.9892
97 H 2.6366 -3.1760 -2.5703
98 H -0.4835 -6.5680 1.9825
99 H -0.1216 6.9059 1.9766
100 H -2.0156 5.3128 0.8348
101 H -3.3687 -2.3595 0.7726
102 H -2.4073 -8.6271 1.9393
103 H 3.9618 4.0482 -2.3255
104 H 2.1213 -0.5864 -2.0747
105 H 1.7150 5.8172 -1.1306
106 H -1.7642 -7.1230 3.6747
107 H -2.3698 -2.1613 -3.7901
108 H -2.8632 0.0293 -3.4237
109 H 3.9649 0.3918 0.0686
110 H 0.0394 3.9214 -1.3373
111 H -2.8507 -11.6308 3.6390
112 H -2.1950 2.8438 6.5792
113 H -0.3245 3.9850 3.1813
114 H -4.4649 2.0199 -2.6015
115 H 2.7890 -3.0308 0.1194
116 H -2.1652 1.6536 -5.4067
117 H -0.8941 1.6161 -4.5852
118 H 4.2857 1.7889 -6.0804
119 H -4.9813 8.2862 -0.4060
120 H 3.7596 -0.9853 -0.5258
121 H -0.4781 4.3135 5.4906
122 H 3.5315 -4.4619 1.7908
123 H 5.1129 3.6282 -0.0474
124 H 0.1568 -2.3613 -2.8133
125 H 1.5904 -3.8804 -1.4605
126 H -2.6821 -9.1633 4.4810
127 H -4.8901 -3.7002 0.0110
128 H -1.4642 8.2633 -1.6458
129 H -3.7886 -5.8480 1.7399
130 H -3.5123 -7.0591 4.1209
131 H -6.3700 -3.2022 -3.1566
132 H -3.3887 9.7576 -1.0657
133 H 4.1334 5.9767 4.3945
134 H 8.5819 2.2525 -5.8331
135 H 0.8654 -0.0949 -4.0460
136 H -1.5851 -2.4363 5.1238
137 H -0.9386 -0.2479 0.7444
138 H -4.4717 0.0565 -4.0780
139 H 1.2502 -5.2556 0.5004
140 H 0.6528 1.5712 -6.3182
141 H -3.3793 2.2206 0.6705
142 H 7.3520 1.9958 -3.7558
143 H -5.8682 -3.5397 1.4572
144 H -0.6033 7.6142 0.7283
145 H -2.5317 4.3936 1.9214
146 H -4.7072 -1.9879 -5.1226
147 H 6.6633 0.7683 -4.8124
148 H 1.7732 -5.7866 3.4218
149 H 1.0092 1.8204 1.0573
150 H 0.8856 -2.0732 3.1470
151 H -0.7781 0.8519 -1.1781
152 H 1.2022 0.2228 0.1664
153 H 5.0941 2.1410 -3.7581
154 H -4.1872 4.4050 -2.4159
155 H 6.1383 -1.2043 0.7874
156 H 3.9490 3.1944 4.1226
157 H -2.7102 -0.4441 -0.3295
158 H -6.5813 -2.7339 -4.8823
159 H -5.0190 1.4926 0.5432
160 H 4.5927 1.3755 -1.5911
161 H 2.1839 4.6389 4.5105
162 H -6.8868 -4.4255 -4.3568
163 H 1.4145 0.0490 -6.4384
164 H -5.6941 4.2606 -2.4359
165 H -0.1050 2.2345 3.6603
166 H 1.9527 4.6255 2.6877
167 H -4.6300 2.8433 -0.4036
168 H 0.0266 3.5281 -3.5678
169 H -3.3924 -3.4284 -2.9404
170 H -3.1008 -11.0659 2.0897
171 H -4.9823 -1.6486 -2.4596
172 H -1.7413 2.6106 -0.8100
173 H 0.3294 -1.6585 -1.2118
174 H 6.6673 0.2039 1.6279
175 H 0.4273 -4.7839 2.9373
176 H 3.0618 0.4747 4.3029
177 H -3.4793 -2.5509 3.1407
178 H -4.6613 5.1688 1.0323
179 H 9.5781 -2.9392 -0.0416
180 H 2.5991 -6.1724 1.0775
181 H -5.4835 0.7820 -1.9243
182 H -1.9204 5.8372 -2.8316
183 H 1.8229 -1.1724 2.0005
184 H 1.2037 -0.3159 3.4882
185 H -2.4023 3.0255 -3.4216
186 H -7.3974 -1.4859 -0.8297
187 H -2.8420 -4.8904 -0.1426
188 H -2.6601 -1.7814 -1.0372
189 H 9.2157 -4.4672 0.6521
190 H -1.4458 -4.1183 0.6675
191 H 5.0873 5.0770 2.4839
192 H -5.5646 5.1833 -0.1826
193 H 8.4277 -1.4804 2.7079
194 H 4.0726 -0.6475 5.1361
195 H 6.2738 -1.0815 3.7446
196 H 2.7825 2.9380 -1.8775
197 H 3.5142 4.4242 0.0400
198 H 5.1475 0.6872 2.9771
199 H -3.0505 9.0186 0.5324
200 H -3.3665 -3.0899 -5.5073
201 H 9.8889 -3.2371 1.6825
202 H -1.4374 2.0618 2.2730
203 H 7.3178 1.1743 -7.1396
204 H 0.6782 1.6418 -1.6005
205 H -1.3390 -0.1070 3.7530
206 H 7.5912 3.6122 -5.6784
207 H -0.6008 -12.5203 2.9743
208 H 0.4006 5.1892 -3.8395
209 H -1.2082 -5.3756 -0.5327
210 H 2.9077 6.7482 3.4750
211 H -1.9285 0.7473 5.4988
212 H 1.2896 6.6626 0.0510
213 H -1.3447 -2.4385 3.4048
214 H -5.1524 -0.9598 0.0175
215 H -4.7503 6.5026 -1.9761
216 H 3.6543 2.7923 1.5812

Here are the Löwdin charges for atoms 1 to 4, given in e: atom 1 (O): -0.2277, atom 2 (O): -0.0645, atom 3 (O): -0.0889, atom 4 (O): -0.1899